{
  "formula": "C38H48BCrN10O2S2",
  "method": "ωB97M-V/def2-TZVPD",
  "max_force_ev_per_a": 0.132,
  "relative_energy_kcal_mol": 0.6,
  "orbital_gap_ev": [8.2938, 4.9409],
  "charge": 2,
  "spin_multiplicity": 6,
  "species": ["H", "H", "N", "H", "H", "H", "C", "H", "H", "H", "C", "H", "C", "H", "H", "H", "H", "H", "H", "H", "C", "S", "C", "H", "H", "C", "N", "H", "H", "C", "C", "H", "C", "C", "H", "C", "H", "C", "C", "H", "C", "H", "H", "H", "C", "H", "N", "H", "H", "O", "C", "H", "H", "H", "Cr", "N", "N", "C", "C", "N", "B", "H", "S", "C", "N", "C", "H", "H", "C", "C", "C", "N", "H", "C", "C", "H", "N", "H", "C", "O", "H", "C", "H", "H", "H", "C", "H", "H", "C", "H", "C", "C", "H", "N", "C", "C", "C", "C", "H", "C", "C", "C"],
  "xyz": [[-6.3041, -1.6400, 0.3452], [1.6237, -2.9189, 1.8425], [0.7946, 2.6640, 0.0994], [-1.8765, 4.7424, 1.9674], [-5.3953, -0.0808, 4.9617], [-1.4993, -3.3020, 0.2119], [0.6941, 4.0772, 1.7907], [1.4709, -0.8480, -3.7117], [5.6642, 2.4223, -2.9172], [3.5557, 3.9327, -1.1208], [1.0636, -0.9081, 2.3335], [-4.0209, 1.6607, 5.8084], [3.7633, 0.2354, -1.0151], [-8.1694, -1.2650, 1.9163], [6.7284, -1.6976, -3.4802], [-3.8536, 5.1364, 3.7871], [-3.8425, -3.6342, 1.1308], [-4.4886, -3.1651, -0.4614], [3.2477, -1.2319, -5.4069], [7.3380, 2.0555, -2.5510], [-3.2306, 1.7231, 0.6758], [0.5493, -2.5065, -1.5293], [2.6243, -3.8646, -2.6412], [-0.5509, -4.3673, -2.4652], [-0.7518, 0.7369, 4.4919], [1.6970, 3.6234, -0.1150], [-1.4741, 1.1023, -0.5097], [-3.4993, -0.4322, 3.3949], [4.5899, -3.3041, -5.3371], [-4.8087, -1.0975, 1.8156], [2.0099, -1.9027, 1.7482], [-5.3331, 2.6038, 5.0709], [-3.2797, 4.2423, 3.6129], [-2.5345, 0.9047, -1.2747], [2.1414, 4.4516, -2.0250], [3.6076, -4.0785, -3.5977], [-0.7121, -2.9274, -3.4917], [-3.3777, 3.0027, 4.2863], [6.6351, -0.8578, -2.7912], [4.2036, -4.9805, -3.5638], [-3.7026, 1.2493, -0.5445], [6.8383, 0.8934, -0.5782], [-4.7189, 1.2544, -0.9021], [-7.7101, -0.4948, 4.2166], [-6.1063, -1.3131, 1.3591], [-1.5002, -0.0007, -2.9106], [-1.9077, 1.6097, 0.6806], [0.3502, 4.4669, 2.7335], [2.1904, -1.6919, 0.6958], [-2.1779, -1.2010, 1.3835], [3.8254, -3.1326, -4.5908], [0.9100, -1.4383, 4.4933], [2.5026, 2.7308, -1.8914], [7.6045, -0.7502, -2.2997], [0.5928, 0.6986, -0.5818], [2.6223, 0.3793, -0.8734], [5.0381, 0.0654, -1.1748], [-0.1973, 0.2848, 3.6898], [1.8581, -2.7095, -2.7167], [0.1540, 2.9655, 1.2634], [-0.9284, 2.0411, 1.8715], [-3.7626, 2.1136, 1.5292], [-3.4671, -1.3604, 0.7133], [-2.3287, -3.5672, -0.4491], [-0.2640, 0.7902, 2.4438], [0.6352, -0.8087, 3.6646], [6.9383, 0.5938, -4.3711], [4.7111, -1.6917, -2.2486], [1.6740, 4.5380, 0.9422], [-2.4403, 0.5063, -2.7065], [-0.7800, -3.2985, -2.4687], [-1.7916, 2.8004, 2.8480], [2.9684, -1.8689, 2.2676], [5.5514, -1.1922, -1.7660], [2.5222, 3.6781, -1.3566], [5.4917, 2.0176, -0.5765], [0.5182, 0.0607, 1.6040], [-2.4955, 1.3981, -3.3338], [6.3322, 1.6335, -2.5684], [0.1282, -1.0459, -1.5770], [5.9274, -1.8343, -0.9677], [-4.2945, 2.6344, 5.4047], [-4.2333, 3.3657, 6.2100], [2.4573, -4.5899, -1.8530], [-2.3564, -4.6586, -0.4911], [5.9625, 1.2153, -1.1412], [-2.9056, -3.3660, -2.5169], [2.2809, 5.4184, 1.0613], [-2.1327, -2.9848, -1.8449], [5.2639, 0.3309, -3.9346], [-5.5859, -0.4264, 3.9554], [-2.2745, 4.0650, 2.7049], [-3.2732, -0.1368, -2.9910], [-2.4985, 2.1384, 3.8090], [-4.5200, -0.6343, 3.0927], [-3.6232, -3.1079, 0.2003], [-6.8881, -0.6599, 3.5332], [2.0715, -1.7485, -3.6937], [-2.2470, -1.8985, -1.8180], [-7.1513, -1.0969, 2.2388], [6.2738, 0.4307, -3.5241], [3.0689, -1.9665, -4.6328]],
  "atomic_forces_ev_per_a": [[0.003, -0.002, 0.002], [-0.008, 0.007, -0.006], [-0.019, 0.011, 0.021], [-0.006, -0.006, 0.005], [-0.007, -0.011, -0.011], [-0.001, -0.014, -0.011], [0.024, -0.001, -0.002], [-0.003, -0.003, 0.002], [-0.003, -0.003, -0.001], [0.005, -0.011, -0.003], [-0.007, 0.024, 0.001], [0.005, 0.014, 0.001], [-0.012, 0.003, -0.068], [-0.001, -0.003, 0.002], [0.001, 0.002, 0.000], [0.001, 0.002, 0.001], [0.009, 0.004, -0.004], [0.005, -0.006, -0.006], [-0.002, -0.002, -0.003], [-0.001, 0.003, 0.000], [-0.015, -0.029, 0.054], [-0.018, 0.012, 0.000], [0.013, 0.005, 0.011], [-0.008, 0.003, -0.017], [0.000, 0.002, 0.005], [0.019, -0.004, -0.004], [0.025, -0.060, 0.045], [-0.012, -0.006, -0.001], [0.000, 0.001, 0.002], [0.039, -0.005, 0.000], [0.006, -0.015, 0.010], [0.001, 0.004, 0.001], [-0.015, -0.009, 0.001], [-0.024, 0.035, -0.017], [0.008, 0.006, 0.007], [0.006, 0.003, 0.015], [0.013, 0.027, 0.006], [0.021, 0.004, 0.000], [0.001, -0.010, 0.000], [-0.001, 0.003, 0.000], [0.006, -0.025, -0.041], [0.000, -0.002, -0.001], [-0.001, 0.001, -0.001], [0.000, 0.001, 0.001], [-0.006, 0.001, -0.004], [-0.008, 0.011, -0.008], [0.025, 0.009, 0.001], [0.004, -0.001, -0.001], [0.009, 0.009, -0.012], [0.037, 0.063, 0.022], [0.006, 0.011, 0.004], [0.003, 0.003, -0.001], [-0.011, -0.003, -0.006], [0.000, 0.002, -0.001], [-0.072, -0.052, 0.017], [0.015, 0.051, -0.029], [-0.005, -0.012, 0.061], [-0.027, -0.010, -0.002], [-0.009, -0.011, 0.007], [0.025, 0.031, 0.024], [-0.036, -0.017, -0.059], [0.004, -0.001, -0.002], [-0.042, 0.027, 0.007], [0.016, -0.014, 0.004], [0.020, 0.005, -0.002], [0.015, 0.007, 0.001], [0.003, -0.001, 0.003], [-0.022, -0.023, -0.013], [-0.021, 0.004, -0.009], [-0.001, 0.032, -0.015], [0.008, -0.056, 0.061], [0.012, -0.011, 0.045], [-0.003, -0.005, 0.006], [0.016, -0.006, 0.014], [-0.006, 0.003, 0.003], [0.007, 0.001, 0.000], [-0.023, -0.037, 0.028], [-0.002, 0.002, -0.001], [0.001, 0.004, 0.002], [0.097, 0.029, -0.085], [0.002, 0.001, -0.005], [0.002, -0.003, 0.009], [0.001, -0.001, 0.004], [0.001, 0.001, 0.000], [-0.018, 0.001, -0.010], [-0.005, -0.007, -0.004], [0.001, 0.003, -0.003], [-0.001, 0.002, 0.000], [-0.006, 0.001, -0.007], [-0.003, 0.002, 0.001], [-0.005, -0.011, 0.006], [-0.003, 0.012, -0.026], [0.001, 0.006, 0.000], [-0.015, -0.015, -0.016], [0.007, 0.021, -0.014], [-0.024, 0.000, 0.012], [0.006, 0.005, 0.001], [-0.004, 0.013, -0.003], [-0.006, -0.026, 0.018], [-0.004, 0.000, -0.003], [0.004, 0.002, -0.010], [-0.004, -0.005, -0.006]],
  "lowdin_charge": [0.12, 0.09, 0.00, 0.13, 0.11, 0.10, -0.04, 0.11, 0.11, 0.08, -0.33, 0.07, -0.19, 0.12, 0.12, 0.11, 0.12, 0.11, 0.12, 0.12, -0.05, 1.04, -0.08, 0.11, 0.11, -0.31, 0.03, 0.11, 0.12, -0.38, -0.02, 0.08, 0.00, -0.33, 0.09, -0.06, 0.11, -0.34, -0.16, 0.12, 0.00, 0.13, 0.13, 0.12, -0.07, 0.06, 0.07, 0.13, 0.03, -0.32, -0.06, 0.11, 0.05, 0.12, 0.72, 0.15, -0.06, -0.05, -0.40, 0.03, -0.64, 0.14, 1.09, -0.23, 0.02, 0.00, 0.12, 0.10, 0.01, -0.01, -0.28, -0.02, 0.09, -0.11, -0.02, 0.12, 0.05, 0.10, -0.15, -0.60, 0.13, -0.03, 0.09, 0.12, 0.14, -0.11, 0.14, 0.12, -0.23, 0.10, -0.04, -0.08, 0.09, 0.12, -0.04, -0.24, -0.03, -0.07, 0.07, -0.04, -0.18, -0.06]
}

***

{
  "formula": "C38H49BF3N8O6PdS4",
  "method": "ωB97M-V/def2-TZVPD",
  "max_force_ev_per_a": 2.720,
  "orbital_gap_ev": [4.2704, 4.2804],
  "charge": 1,
  "spin_multiplicity": 1,
  "species": ["C", "O", "C", "H", "H", "C", "C", "H", "H", "H", "C", "S", "H", "H", "H", "H", "C", "H", "N", "H", "C", "H", "H", "C", "C", "C", "H", "H", "H", "F", "H", "N", "H", "H", "N", "C", "B", "O", "C", "N", "C", "C", "C", "C", "F", "H", "H", "C", "H", "H", "C", "C", "H", "H", "H", "H", "H", "H", "C", "H", "H", "C", "C", "N", "C", "H", "S", "H", "H", "F", "H", "H", "H", "C", "C", "H", "C", "O", "C", "N", "H", "H", "C", "H", "O", "C", "C", "N", "C", "H", "C", "S", "H", "C", "C", "H", "H", "O", "H", "S", "H", "H", "C", "H", "C", "N", "Pd", "C", "C", "O"],
  "xyz": [[2.3538, 3.2488, 3.2941], [-1.3740, -1.5817, 1.1032], [2.7993, 0.9137, 3.9778], [1.2988, 5.0119, 2.5100], [2.8100, -1.1630, 4.4894], [3.9228, -4.2324, -3.6787], [-1.9239, 5.0332, -0.0845], [3.2986, 3.5808, 3.6670], [-1.3422, 4.5013, 2.5744], [2.0390, -0.8199, 2.9453], [0.0809, -2.5484, -1.9308], [1.2551, 2.9096, -0.4146], [4.7116, 1.7634, 3.3490], [-0.1209, -7.9763, 0.4329], [-1.9583, -3.9143, -1.6726], [4.0864, -5.1817, -5.5895], [4.1311, 0.8538, 3.2257], [-2.7372, 5.3932, 0.5104], [-2.1141, 2.5342, 1.9005], [0.6534, 2.4261, -2.9462], [-2.3999, -5.7432, -0.6617], [2.0322, 1.4820, 5.9239], [0.1907, -5.1951, -3.8284], [-0.4756, 5.5362, -3.9659], [-1.5114, -2.6460, 2.0285], [-1.6206, 5.2987, -1.3826], [-5.8111, -1.4878, 0.8789], [-2.7582, 2.9682, 3.8828], [-0.5046, -2.9550, 2.3033], [4.1793, -1.4667, -0.7301], [1.6894, 5.9241, -2.1906], [0.3580, 3.1085, 2.3675], [3.4705, -3.3656, -1.7851], [-3.4662, -5.5924, -0.7192], [1.5375, -3.4800, -0.3574], [2.1560, -0.4668, 3.9662], [-1.0112, 3.6202, 1.8518], [1.6903, -1.5662, 0.8952], [-1.8945, -6.8780, -0.0526], [0.3845, -1.6796, -0.9817], [1.2380, -4.9433, -3.7833], [-5.0828, -0.9052, 1.4360], [-2.5815, 1.7015, 0.9436], [-4.4772, 0.0947, -0.7670], [4.7801, -0.5518, -2.5850], [3.9490, 0.6985, 2.1649], [-3.6424, -0.5909, -0.8674], [-2.9436, 2.4286, 2.9793], [-4.7556, 1.2256, 3.2713], [-2.5629, -7.5948, 0.3990], [0.2112, 4.5695, -2.9979], [4.5155, -0.3045, -1.3037], [1.1921, -0.4631, 4.4714], [0.0536, 5.5184, -4.9162], [-5.3493, -0.3609, -1.2294], [-6.8779, 0.7898, 0.2317], [0.5169, 3.1078, -4.5571], [-2.2186, -1.4266, 0.6624], [-1.5479, -4.7897, -1.1948], [-0.9361, 2.8386, -3.5977], [-2.0300, -3.5005, 1.5851], [0.7517, 1.8706, 2.7363], [-3.9362, 1.5655, 2.6731], [-0.4852, 4.6079, -1.6943], [-4.8068, 0.4016, 0.6882], [4.9613, -3.9428, -3.6356], [-0.1961, 0.4700, 2.4499], [1.6982, -5.7970, -5.6806], [-5.8614, 2.2284, 0.1817], [5.6309, 0.1258, -0.7168], [-5.4804, -0.7295, 2.4303], [1.3935, -6.3037, -0.5243], [-0.4453, 6.5566, -3.5883], [-0.1753, -4.9716, -1.1261], [2.9956, 1.3520, 5.4339], [-4.1763, -1.4935, 1.5343], [-0.5258, -7.0818, -0.0167], [2.0068, 0.3842, -1.7853], [0.8319, -3.9152, -1.5366], [-3.7339, 1.1360, 1.3854], [-4.2421, 1.0022, -1.3131], [-2.1290, 5.9330, -2.0773], [1.6613, 5.0208, -2.7972], [3.5529, 0.5898, 5.9710], [-0.6259, -2.4629, -2.8966], [0.3281, -6.1349, -0.5487], [0.1073, 3.1455, -3.5524], [1.9601, 1.9406, 3.3336], [1.2557, -2.2008, -0.0672], [2.1096, 5.2437, -3.7608], [2.0847, -5.2703, -4.8237], [-1.7366, 1.2997, -0.4998], [2.2709, 4.2590, -2.3195], [3.0844, -3.9057, -2.6330], [3.4276, -4.9232, -4.7747], [-1.5055, 5.2414, -4.1572], [-2.0415, -2.3222, 2.9326], [2.9454, 0.9552, 0.3573], [3.5536, 2.2799, 5.5012], [3.1491, 0.9515, -1.0899], [4.7194, 0.0234, 3.6016], [-6.3541, 1.5466, 1.7293], [1.7378, -4.2715, -2.6682], [2.1586, -4.0627, 0.1741], [1.3648, 3.9646, 2.7088], [-0.9779, 4.1854, 0.4117], [0.6095, 0.4296, 0.1124], [-6.0513, 1.3006, 0.7160], [-0.1130, 3.9276, -0.5855], [3.6940, 2.1463, -1.6461]],
  "atomic_forces_ev_per_a": [[-0.028, 0.204, -0.080], [-0.474, 0.087, 0.110], [0.618, -0.760, 0.628], [0.031, 0.306, -0.040], [0.119, 0.128, 0.076], [0.027, -0.078, -0.262], [-0.145, 0.136, -0.209], [0.166, 0.025, 0.128], [-0.176, 0.217, 0.183], [-0.042, -0.175, 0.111], [0.460, -1.627, 0.117], [-0.788, -0.611, 0.660], [0.086, 0.150, 0.049], [0.024, -0.075, 0.047], [0.001, 0.097, -0.060], [0.042, -0.046, -0.089], [-0.175, -0.006, -0.116], [-0.162, 0.078, 0.145], [-0.809, -0.013, -0.244], [0.022, 0.002, -0.021], [-0.054, -0.095, 0.106], [-0.067, 0.007, 0.078], [-0.142, -0.087, 0.010], [0.003, -0.094, 0.260], [-0.095, -0.195, 0.178], [-0.283, 0.159, 0.234], [-0.072, -0.032, -0.024], [0.014, 0.168, 0.215], [0.011, -0.009, 0.019], [-0.142, 0.144, 0.105], [0.026, 0.141, 0.004], [0.357, -0.033, 0.664], [0.049, 0.013, 0.048], [-0.170, 0.011, -0.001], [0.247, -0.022, 0.143], [0.150, 0.050, -0.209], [0.006, -0.265, -0.249], [0.075, 0.868, 0.616], [-0.147, 0.028, 0.017], [0.576, 1.865, 1.760], [0.125, 0.173, 0.320], [0.093, 0.184, -0.075], [0.225, 0.104, 0.195], [0.089, -0.051, 0.179], [-0.198, 0.284, 0.049], [0.082, -0.046, 0.100], [0.031, -0.105, -0.094], [-0.160, -0.127, 0.098], [-0.183, 0.049, 0.022], [-0.068, -0.126, -0.036], [0.344, -0.067, -0.828], [-0.030, -0.323, -0.031], [0.007, -0.096, 0.062], [0.037, -0.061, 0.042], [-0.095, -0.014, 0.037], [-0.072, -0.074, -0.059], [0.068, 0.068, -0.117], [0.223, -0.078, -0.048], [0.036, 0.034, -0.050], [-0.113, -0.018, -0.052], [0.051, 0.007, 0.031], [-0.371, -0.070, 0.299], [0.164, 0.197, 0.216], [-0.099, -0.369, 0.802], [-0.743, -0.478, -0.443], [0.131, 0.005, -0.034], [0.545, -0.347, -2.149], [-0.063, -0.080, -0.141], [0.020, 0.107, -0.078], [-0.124, 0.214, 0.025], [-0.072, 0.008, 0.150], [0.207, -0.026, -0.002], [-0.042, 0.119, -0.011], [0.150, -0.148, -0.020], [-0.049, 0.004, -0.158], [0.141, -0.149, 0.020], [0.138, -0.072, 0.093], [-1.140, -0.341, 0.044], [-0.724, 0.753, -0.220], [0.670, 0.297, 0.410], [-0.009, 0.116, -0.179], [-0.021, 0.108, -0.120], [-0.105, -0.031, 0.047], [0.056, -0.076, -0.008], [-0.495, 0.330, -0.573], [-0.224, 0.001, -0.137], [0.042, -0.025, 0.128], [-0.427, 0.667, -0.587], [-0.666, -1.022, -1.084], [0.035, -0.008, -0.111], [0.135, 0.034, -0.095], [1.680, -0.624, -0.263], [0.061, -0.100, 0.015], [-0.423, -0.125, 0.080], [0.039, 0.053, 0.052], [-0.106, 0.027, -0.032], [0.015, -0.071, -0.003], [-0.144, -0.075, 0.241], [0.074, 0.162, 0.068], [2.602, -0.643, -0.462], [0.075, -0.081, 0.128], [-0.065, 0.001, 0.099], [0.463, -0.396, -0.308], [0.045, 0.076, 0.114], [-0.114, -0.069, 0.002], [0.513, 0.293, -0.391], [-1.874, 1.483, -0.251], [0.147, -0.051, 0.002], [0.050, -0.284, 0.220], [0.277, 0.322, -0.247]],
  "lowdin_charge": [0.00, -0.27, -0.53, 0.14, 0.10, -0.07, -0.02, 0.14, 0.13, 0.04, -0.45, 0.97, 0.09, 0.11, 0.11, 0.10, 0.00, 0.13, 0.00, 0.05, -0.08, 0.10, 0.12, -0.04, -0.13, 0.00, 0.10, 0.14, 0.09, 0.12, 0.10, 0.01, 0.09, 0.10, 0.17, -0.08, -0.55, -0.04, -0.09, 0.13, -0.01, 0.00, -0.62, -0.07, 0.15, 0.06, 0.06, -0.03, 0.13, 0.10, -0.53, -0.64, 0.06, 0.10, 0.10, 0.10, 0.10, 0.04, -0.03, 0.09, 0.08, -0.58, -0.01, 0.02, -0.54, 0.10, 0.97, 0.10, 0.10, 0.15, 0.09, 0.12, 0.09, -0.15, -0.02, 0.07, -0.07, -0.35, -0.26, 0.02, 0.07, 0.13, -0.02, 0.10, 0.09, -0.02, -0.01, 0.03, -0.59, 0.10, -0.07, 0.87, 0.04, -0.02, -0.08, 0.09, 0.08, -0.43, 0.08, 0.41, 0.10, 0.08, -0.14, 0.17, -0.03, 0.03, 0.74, -0.01, -0.62, -0.29]
}